{
  "formula": "C31H56B3Cl16F3O4SSi",
  "method": "ωB97M-V/def2-TZVPD",
  "e_tot_ha": -9940.9412,
  "spin_multiplicity": 1,
  "homo_energy_ev": -8.8,
  "homo_lumo_gap_ev": 9.04,
  "species": ["C", "Si", "C", "C", "C", "C", "C", "C", "C", "C", "C", "B", "O", "B", "C", "C", "C", "S", "O", "B", "C", "C", "O", "C", "C", "F", "F", "F", "O", "C", "C", "C", "C", "C", "C", "H", "H", "H", "H", "H", "H", "H", "H", "H", "H", "H", "H", "H", "H", "H", "H", "H", "H", "H", "H", "H", "H", "H", "H", "H", "H", "H", "H", "H", "H", "H", "H", "H", "H", "H", "H", "H", "H", "H", "H", "C", "Cl", "Cl", "H", "H", "C", "Cl", "Cl", "H", "H", "C", "Cl", "Cl", "H", "H", "C", "Cl", "Cl", "H", "H", "C", "Cl", "Cl", "H", "H", "C", "Cl", "Cl", "H", "H", "C", "Cl", "Cl", "H", "H", "C", "Cl", "Cl", "H", "H"],
  "coordinates": [[4.601554, -0.648828, 0.827276], [6.087513, -1.546467, 0.078834], [6.225847, -3.155544, 1.078650], [5.853646, -1.889293, -1.768484], [4.560828, -1.285079, -2.367661], [3.487411, -2.317710, -2.742222], [2.517398, -1.680717, -3.746305], [1.095102, -2.241182, -3.761690], [0.391580, -2.263951, -2.376959], [-0.830449, -1.333392, -2.363637], [-1.951916, -1.781481, -1.399449], [-3.191954, -0.815777, -1.494347], [-4.307349, -0.937941, -0.674073], [-5.233504, 0.099692, -0.709067], [-6.468284, 0.088476, 0.266311], [-7.471603, -1.043889, -0.036011], [-8.715002, -0.851004, 0.863328], [-9.412436, -2.427075, 1.464106], [-5.079527, 1.183330, -1.568589], [-3.755382, 1.325638, -1.956921], [-2.958682, 2.672732, -1.850334], [-1.610268, 2.632595, -2.598777], [-0.584499, 2.424315, -1.625337], [0.524450, 3.271772, -1.708850], [1.761497, 2.551507, -2.228456], [2.869591, 3.185954, -1.806954], [1.818432, 1.305790, -1.754830], [1.811905, 2.492954, -3.567305], [-3.152150, 0.181106, -2.459985], [7.597733, -0.434448, 0.408131], [8.016626, -0.283173, 1.733840], [9.109352, 0.553083, 2.068210], [9.735482, 1.241697, 1.037413], [9.340980, 1.056913, -0.287100], [8.286564, 0.230248, -0.620294], [3.722236, -1.292611, 0.897205], [4.847664, -0.266040, 1.817639], [4.339203, 0.223349, 0.226142], [7.274201, -3.387879, 1.264318], [5.718535, -3.009538, 2.031508], [5.728187, -3.947119, 0.520100], [6.696051, -1.434431, -2.289004], [5.860755, -2.968738, -1.922511], [4.834979, -0.802098, -3.310759], [4.114361, -0.502229, -1.754953], [4.014280, -3.151838, -3.212013], [2.995536, -2.694438, -1.844686], [2.948003, -1.840788, -4.739830], [2.520067, -0.596911, -3.611330], [1.073118, -3.243301, -4.194284], [0.524689, -1.617944, -4.454431], [1.089245, -1.904363, -1.622149], [0.083151, -3.290921, -2.184349], [-1.267849, -1.347448, -3.361772], [-0.546466, -0.315886, -2.094155], [-1.599673, -1.883424, -0.369320], [-2.241250, -2.791410, -1.714570], [-7.006011, 1.035170, 0.163450], [-6.108456, 0.048419, 1.298174], [-7.774693, -1.051003, -1.079482], [-7.012949, -1.984805, 0.262546], [-8.435950, -0.285937, 1.749408], [-9.522170, -0.350567, 0.336761], [-8.388476, -3.122904, 1.982270], [-3.579672, 3.438516, -2.326237], [-2.773208, 2.957599, -0.815457], [-1.501195, 3.574470, -3.140724], [-1.582416, 1.815947, -3.321084], [0.780163, 3.568771, -0.687735], [0.361277, 4.194290, -2.270188], [7.477025, -0.832095, 2.497584], [9.428796, 0.684213, 3.090602], [10.541878, 1.924635, 1.275404], [9.875434, 1.596575, -1.061974], [7.980283, 0.103321, -1.649599], [5.295032, 3.438038, 1.655058], [4.291605, 3.086892, 3.072731], [6.424100, 2.121728, 1.311297], [4.644155, 3.574426, 0.798367], [5.857128, 4.344732, 1.846696], [-10.454970, 0.360220, 3.854190], [-11.237408, 0.843628, 5.363820], [-8.826242, 1.040270, 3.710610], [-10.380367, -0.720898, 3.826099], [-11.051982, 0.715878, 3.022518], [1.304573, 6.390241, -4.698662], [0.778686, 6.418196, -3.006351], [2.197345, 7.848703, -5.130776], [1.948126, 5.530236, -4.844288], [0.427516, 6.317817, -5.330443], [-9.796091, -6.176541, 0.137383], [-10.493560, -5.613046, 1.661774], [-8.129050, -5.630588, -0.082914], [-9.802663, -7.259801, 0.137329], [-10.397824, -5.794569, -0.678754], [-13.679400, 2.909372, 7.960800], [-12.568047, 1.684387, 8.581674], [-15.357894, 2.557563, 8.389129], [-13.407663, 3.869015, 8.383666], [-13.595136, 2.935502, 6.880622], [11.216499, -2.627349, 3.729512], [10.798337, -3.876086, 4.915622], [9.796770, -1.743285, 3.145101], [11.893371, -1.925874, 4.198520], [11.695088, -3.103812, 2.881711], [12.021533, 1.187781, 4.807394], [13.018930, -0.020799, 5.627863], [10.305558, 1.013855, 5.191147], [12.346924, 2.170085, 5.127738], [12.149116, 1.079764, 3.735192], [-11.134499, -0.153758, -2.609514], [-11.863423, -0.782402, -1.126316], [-9.830711, -1.192267, -3.195762], [-11.900908, -0.098141, -3.373114], [-10.731379, 0.831828, -2.408111]],
  "forces_ev_per_angstrom": [[0.111, 0.093, -0.405], [-0.249, -0.002, 0.613], [0.168, 0.729, -0.358], [-0.397, 0.613, 0.526], [0.181, -0.333, -0.587], [0.446, 0.461, -0.043], [0.128, -0.566, -0.158], [0.052, 0.254, 0.276], [-0.116, 0.663, -0.862], [-0.331, -0.646, 0.546], [0.078, 0.059, -0.495], [0.365, -1.204, -0.370], [0.248, 0.906, -0.225], [-0.967, -0.154, 0.322], [-0.096, 0.201, -0.811], [-0.061, 0.377, 1.249], [1.045, -0.803, 0.351], [-1.136, -0.028, -0.308], [0.792, -0.035, 0.798], [-0.357, 0.038, -0.887], [0.001, -0.318, -1.088], [-0.509, -0.039, 0.427], [-0.002, 0.358, -0.518], [0.198, -0.071, 0.708], [-0.386, 0.134, 0.346], [0.200, 0.184, -0.130], [0.094, -0.256, -0.087], [0.019, -0.084, -0.244], [0.140, 0.466, 0.998], [-0.105, -0.601, -0.206], [0.509, 0.652, -0.492], [-1.153, 0.275, -1.071], [-0.125, -0.295, 0.253], [0.377, 0.382, -0.209], [-0.046, -0.182, 0.799], [0.006, -0.040, 0.001], [0.008, -0.141, 0.103], [-0.092, 0.036, 0.037], [-0.035, -0.297, 0.002], [0.019, -0.133, 0.080], [0.090, -0.195, 0.123], [0.178, -0.336, -0.069], [0.200, -0.011, -0.134], [-0.012, 0.124, 0.020], [0.024, -0.018, 0.080], [-0.205, -0.186, 0.031], [-0.073, -0.040, -0.005], [0.004, 0.136, -0.048], [-0.266, 0.021, 0.215], [0.207, -0.057, 0.026], [-0.123, -0.034, 0.013], [-0.001, -0.358, 0.246], [0.036, 0.022, 0.384], [0.006, 0.314, -0.067], [0.155, 0.092, -0.324], [-0.014, 0.051, 0.042], [-0.202, -0.040, 0.213], [0.126, 0.111, 0.018], [-0.113, -0.244, 0.055], [0.159, -0.220, -0.114], [0.042, -0.171, -0.463], [-0.068, 0.102, -0.364], [-0.159, -0.025, 0.092], [0.359, 0.519, -0.149], [-0.101, 0.141, 0.310], [-0.151, 0.099, 0.058], [0.442, 0.048, 0.112], [0.039, -0.004, -0.038], [0.057, -0.011, 0.017], [-0.077, -0.419, -0.096], [0.015, 0.147, 0.153], [-0.259, 0.125, -0.351], [0.054, 0.009, -0.100], [-0.050, -0.031, -0.020], [0.068, 0.079, -0.050], [0.074, 0.029, -0.157], [-0.030, 0.037, -0.007], [-0.436, 0.681, 0.119], [-0.039, -0.073, 0.030], [0.014, -0.034, 0.080], [-0.082, -0.103, -0.048], [-0.017, -0.013, 0.004], [-0.021, 0.200, 0.282], [0.065, 0.009, 0.031], [0.026, 0.075, 0.018], [0.034, -0.065, -0.098], [0.016, 0.296, -0.114], [-0.001, -0.020, -0.028], [0.041, 0.024, 0.073], [-0.033, 0.071, 0.045], [-0.049, -0.028, -0.046], [-0.028, -0.155, 0.018], [0.014, -0.057, -0.030], [0.039, 0.003, 0.063], [0.035, 0.109, 0.031], [0.032, 0.054, -0.058], [0.032, 0.017, -0.006], [-0.014, 0.038, -0.022], [-0.019, -0.032, 0.075], [-0.024, -0.083, 0.000], [-0.119, -0.151, 0.032], [0.062, 0.005, -0.001], [1.015, -1.381, 0.444], [-0.048, 0.026, 0.090], [-0.089, -0.055, -0.010], [-0.031, 0.133, -0.076], [0.039, 0.032, 0.009], [0.225, 0.153, 0.500], [-0.011, -0.018, 0.060], [-0.029, -0.105, 0.016], [-0.038, 0.065, -0.036], [-0.064, 0.019, -0.016], [0.009, 0.020, -0.026], [-0.010, -0.075, 0.009], [0.055, -0.039, 0.053]],
  "mulliken_charge": [-1.046, 0.321, -1.173, -0.856, -0.118, -0.338, -0.726, -0.909, -0.128, -0.129, -1.159, 0.536, -0.586, 0.306, -0.654, -0.138, 0.283, -0.266, -0.519, 0.571, -0.815, -0.325, -0.345, -0.283, 1.052, -0.305, -0.217, -0.306, -0.185, 0.657, -1.300, 0.479, -0.575, -0.762, -0.171, 0.350, 0.451, 0.081, 0.316, 0.354, 0.365, 0.342, 0.406, 0.437, -0.301, 0.417, 0.222, 0.369, 0.143, 0.338, 0.474, 0.287, 0.324, 0.283, -0.181, 0.313, 0.375, 0.238, 0.302, -0.014, 0.204, -0.358, 0.298, 0.137, 0.323, 0.349, 0.412, 0.240, 0.389, -0.255, 0.519, 0.116, 0.397, 0.355, 0.281, -0.184, -0.180, 0.042, 0.025, 0.335, -0.175, -0.119, -0.202, 0.203, 0.270, -0.177, -0.178, -0.159, 0.222, 0.296, -0.278, -0.145, -0.129, 0.321, 0.237, -0.190, -0.150, -0.153, 0.271, 0.218, 0.034, -0.182, -0.053, -0.112, 0.300, -0.192, -0.175, -0.148, 0.374, 0.145, -0.282, -0.133, -0.148, 0.335, 0.243]
}